Entry 1:
Density functional theory data (wB97M-V/def2-TZVPD) for a cluster of 2 separate species, C4H4O3 in total in a non-equilibrium geometry.

Positions of all 11 atoms, in Å:
O1 0.389 2.341 -2.741
C1 0.672 1.279 -2.445
O2 0.563 1.738 0.234
C2 0.959 0.616 0.454
C3 0.017 -0.511 0.825
C4 -1.174 -1.161 0.278
O3 0.052 -1.875 0.446
H1 -0.006 -0.410 1.910
H2 2.013 0.425 0.754
H3 -1.542 -1.107 -0.745
H4 -1.944 -1.335 1.032

Cartesian forces (eV/Å) of the 6 atoms listed first:
0.440 -1.641 0.404
-0.462 1.648 -0.742
0.341 -0.813 -0.063
-0.513 0.395 0.557
-0.064 0.115 0.161
-0.237 0.278 0.061

As for the total energy: -380.44458 Eh. For the highest occupied orbital energy, the calculation gives -10.2 eV. For the relative energy (zero: lowest compared OMol25 entry of this formula, charge and spin), the calculation gives 268.97 kJ/mol.

---

Entry 2:
Density functional theory data (wB97M-V/def2-TZVPD) for a cluster of 2 separate species, C4H4O3 in total in a non-equilibrium geometry.

Positions of all 11 atoms, in Å:
O1 2.129 -2.331 0.946
C1 1.265 -1.829 0.408
O2 0.613 0.104 1.915
C2 -0.411 0.043 1.273
C3 -0.531 0.507 -0.116
C4 -0.067 0.532 -1.500
O3 -1.430 0.219 -1.141
H1 -0.685 1.493 0.431
H2 -1.423 -0.029 1.721
H3 0.451 -0.252 -2.056
H4 0.089 1.543 -1.881

Cartesian forces (eV/Å) of the 6 atoms listed first:
-0.887 0.549 -0.540
1.298 -1.202 0.237
-0.595 -0.187 0.087
0.396 -0.704 0.343
0.064 1.266 0.544
0.136 0.153 0.068

As for the total energy: -380.41716 Eh. For the highest occupied orbital energy, the calculation gives -10.1 eV. For the relative energy (zero: lowest compared OMol25 entry of this formula, charge and spin), the calculation gives 340.97 kJ/mol.

---

Entry 3:
Density functional theory data (wB97M-V/def2-TZVPD) for a cluster of 2 separate species, C4H4O3 in total in a non-equilibrium geometry.

Positions of all 11 atoms, in Å:
O1 0.951 2.518 0.692
C1 -0.023 1.872 0.631
C2 -1.115 1.123 0.609
O2 -1.544 0.496 -0.546
H1 -1.727 1.089 1.505
H2 -1.101 -0.371 -0.577
C3 0.538 -1.735 -0.351
C4 1.384 -0.759 -0.624
O3 2.104 0.117 -0.877
H3 0.277 -1.931 0.682
H4 0.256 -2.419 -1.142

Cartesian forces (eV/Å) of the 6 atoms listed first:
-0.895 -0.503 -0.067
0.620 0.406 0.095
0.103 0.243 0.233
0.034 -0.122 -0.057
0.115 0.015 -0.094
-0.089 0.158 -0.096

Its SMILES is O=C=CO.C=C=O. As for the total energy: -380.44445 Eh. For the highest occupied orbital energy, the calculation gives -8.9 eV. For the relative energy (zero: lowest compared OMol25 entry of this formula, charge and spin), the calculation gives 269.32 kJ/mol.

---

Entry 4:
Density functional theory data (wB97M-V/def2-TZVPD) for the molecule C4H4O3 in a non-equilibrium geometry.

Positions of all 11 atoms, in Å:
O1 2.824 -0.509 0.133
C1 1.661 -0.807 -0.079
C2 0.590 0.338 -0.144
O2 1.115 1.590 0.005
C3 -0.685 -0.032 -0.079
C4 -2.052 0.130 0.145
O3 -1.405 -1.106 -0.151
H1 1.313 -1.867 -0.386
H2 2.015 1.495 -0.101
H3 -2.403 0.260 1.170
H4 -2.973 0.507 -0.513

Cartesian forces (eV/Å) of the 6 atoms listed first:
-1.213 -0.522 -0.109
-0.714 1.027 -1.245
1.947 -2.345 0.611
-4.106 0.088 0.269
2.567 3.141 -0.635
-4.510 2.002 -0.042

Its SMILES is O=C/C(O)=C1/CO1. As for the total energy: -380.41895 Eh. For the highest occupied orbital energy, the calculation gives -8.9 eV. For the relative energy (zero: lowest compared OMol25 entry of this formula, charge and spin), the calculation gives 336.26 kJ/mol.

---

Entry 5:
Density functional theory data (wB97M-V/def2-TZVPD) for a structure of composition C4H4O3.

Positions of all 11 atoms, in Å:
C1 -1.780 0.115 -0.250
C2 -0.412 -0.166 -0.360
O1 -0.044 -0.239 -1.587
C3 0.603 -0.220 0.764
O2 0.268 -0.418 1.907
C4 2.064 0.119 0.461
O3 2.398 0.766 -0.496
H1 -2.192 0.594 0.633
H2 -2.435 -0.626 -0.714
H3 -1.234 0.286 -1.609
H4 2.764 -0.211 1.252

Cartesian forces (eV/Å) of the 6 atoms listed first:
-0.045 -0.026 0.430
-0.311 0.146 -0.087
-0.158 0.063 0.064
-0.164 -0.001 0.460
0.196 0.037 -0.589
0.284 0.259 -0.349

As for the total energy: -380.38497 Eh. For the highest occupied orbital energy, the calculation gives -9.5 eV. For the relative energy (zero: lowest compared OMol25 entry of this formula, charge and spin), the calculation gives 425.50 kJ/mol.

---

Entry 6:
Density functional theory data (wB97M-V/def2-TZVPD) for a structure of composition C4H4O3 in a non-equilibrium geometry.

Positions of all 11 atoms, in Å:
O1 -1.067 2.197 -2.172
C1 -0.509 1.685 -1.326
O2 -1.962 0.032 -0.286
C2 -1.159 0.032 0.645
C3 0.233 -0.305 0.518
C4 1.458 -0.689 -0.152
O3 1.379 -0.200 1.228
H1 -0.650 -1.263 0.918
H2 -1.386 0.316 1.688
H3 2.031 -0.048 -0.825
H4 1.633 -1.759 -0.238

Cartesian forces (eV/Å) of the 6 atoms listed first:
0.487 -0.524 0.817
-0.272 1.102 -1.371
-0.223 -0.060 0.400
-0.099 1.381 -0.358
-0.925 -1.504 0.306
-0.139 -0.176 -0.050

As for the total energy: -380.37303 Eh. For the highest occupied orbital energy, the calculation gives -9.7 eV. For the relative energy (zero: lowest compared OMol25 entry of this formula, charge and spin), the calculation gives 456.84 kJ/mol.

---

Entry 7:
Density functional theory data (wB97M-V/def2-TZVPD) for the molecule C4H4O3S in a non-equilibrium geometry.

Positions of all 12 atoms, in Å:
O1 1.692 1.629 0.431
C1 0.953 1.031 -0.630
C2 0.073 -0.028 -0.119
C3 -0.055 -0.629 1.074
O2 -1.066 -1.558 0.978
C4 -1.565 -1.493 -0.266
S1 -2.796 -2.402 -0.855
O3 -0.888 -0.565 -0.967
H1 1.107 2.222 0.888
H2 1.734 0.656 -1.305
H3 0.373 1.756 -1.222
H4 0.438 -0.619 1.993

Cartesian forces (eV/Å) of the 6 atoms listed first:
-0.073 -0.407 -0.520
1.003 0.655 -0.365
-0.403 -0.734 1.018
-0.326 0.188 -1.882
-0.277 0.017 -0.265
-0.934 -0.815 -0.427

Its SMILES is OCc1coc(=S)o1. As for the total energy: -778.68672 Eh. For the highest occupied orbital energy, the calculation gives -8.8 eV. For the relative energy (zero: lowest compared OMol25 entry of this formula, charge and spin), the calculation gives 151.05 kJ/mol.

---

Entry 8:
Density functional theory data (wB97M-V/def2-TZVPD) for the molecule C4H4O3S in a non-equilibrium geometry.

Positions of all 12 atoms, in Å:
O1 2.048 -0.980 0.859
C1 1.716 -1.110 -0.268
O2 0.494 -0.717 -0.772
C2 -0.312 -0.018 0.212
C3 -1.714 -0.270 -0.247
O3 -2.677 0.278 0.245
C4 -0.125 1.523 0.280
S1 1.148 2.357 -0.187
H1 2.296 -1.479 -1.123
H2 -0.114 -0.500 1.178
H3 -1.823 -1.075 -1.029
H4 -0.938 1.991 0.852

Cartesian forces (eV/Å) of the 6 atoms listed first:
0.372 -0.205 0.677
-0.917 0.676 -1.511
0.738 0.587 1.124
0.389 0.358 -1.176
-1.785 -0.599 0.451
0.872 -0.371 -0.559

Its SMILES is O=CO[C@H](C=O)C=S. As for the total energy: -778.67892 Eh. For the highest occupied orbital energy, the calculation gives -9.2 eV. For the relative energy (zero: lowest compared OMol25 entry of this formula, charge and spin), the calculation gives 171.52 kJ/mol.

---

Entry 9:
Density functional theory data (wB97M-V/def2-TZVPD) for a structure of composition C4H4O4 in a non-equilibrium geometry.

Positions of all 12 atoms, in Å:
C1 1.703 -0.062 -0.542
C2 -0.652 0.322 0.628
C3 -0.541 -1.252 0.561
C4 -1.903 0.781 -0.101
O1 0.316 -0.300 -0.743
O2 -0.101 0.900 1.538
O3 -0.274 -2.317 0.874
O4 -2.688 0.031 -0.611
H1 -2.056 1.875 -0.098
H2 2.130 0.256 -1.494
H3 2.213 -0.970 -0.204
H4 1.854 0.737 0.191

Cartesian forces (eV/Å) of the 6 atoms listed first:
0.068 -0.098 -0.086
-0.540 -0.923 0.488
0.613 0.429 0.157
-0.370 0.464 -0.405
-0.155 -0.046 0.509
-0.002 -0.083 -0.634

As for the total energy: -455.66613 Eh. For the highest occupied orbital energy, the calculation gives -10.2 eV. For the relative energy (zero: lowest compared OMol25 entry of this formula, charge and spin), the calculation gives 385.67 kJ/mol.

---

Entry 10:
Density functional theory data (wB97M-V/def2-TZVPD) for a structure of composition C4H4O5Tl in a non-equilibrium geometry.

Positions of all 14 atoms, in Å:
O1 -0.727 0.942 -0.798
C1 0.317 0.741 0.149
C2 -1.648 -0.123 -0.714
O2 0.867 1.833 0.548
O3 -0.336 0.025 1.201
C3 -1.306 -0.815 0.624
H1 -1.535 -0.811 -1.566
H2 -2.665 0.291 -0.727
H3 -0.905 -1.828 0.461
H4 -2.166 -0.880 1.302
O4 1.205 -0.210 -0.492
C4 2.559 -0.177 -0.150
O5 3.215 -0.990 -0.805
Tl1 3.125 2.001 0.966

Cartesian forces (eV/Å) of the 6 atoms listed first:
-0.298 0.114 -0.264
0.439 -0.430 -0.083
0.116 0.017 -0.076
-0.011 0.462 0.130
-0.259 -0.157 0.415
0.136 -0.077 0.026

Its charge is -1. As for the total energy: -703.54527 Eh. For the highest occupied orbital energy, the calculation gives -3.4 eV. For the relative energy (zero: lowest compared OMol25 entry of this formula, charge and spin), the calculation gives 80.16 kJ/mol.

---

- What is the highest occupied orbital energy in the seventh record?
  -8.8 eV

---

- Which of these has the highest relative energy (zero: lowest compared OMol25 entry of this formula, charge and spin)?
  number 6

---

- Among the records above, which one has the highest total energy?
  number 6